Formula: C69H77Cl2NO8S3V
Source: the OMol25 dataset
Level of theory: ωB97M-V with the def2-TZVPD basis set

net charge = -2
⟨S²⟩ = 3.79
2S+1 = 4
calculated total energy = -173917.6677 eV
energy relative to the best compared isomer or geometry (same formula, charge and spin) = 0.0 kcal per mole
maximum force = 1.60 eV/Å
HOMO (alpha / beta) = -0.50 / -1.91 eV

```
161
Properties=species:S:1:pos:R:3:forces:R:3
V -0.922 -0.202 0.079 -0.441 0.213 0.783
C 0.904 -3.630 1.446 0.007 0.143 -0.135
O 0.895 -2.513 0.568 -0.123 0.069 0.072
C 1.949 -2.562 -0.316 -0.039 -0.236 0.098
C 1.744 -3.112 -1.577 0.000 0.004 -0.009
C 0.343 -3.415 -2.066 0.067 0.050 -0.059
C -0.028 -2.451 -3.165 0.012 -0.427 -0.288
C 0.046 -2.840 -4.504 -0.007 -0.021 0.072
C -0.231 -1.973 -5.555 -0.032 -0.010 0.040
C -0.610 -0.675 -5.207 -0.067 0.071 0.055
C -0.692 -0.249 -3.892 -0.069 0.126 -0.414
C -1.050 1.181 -3.557 0.061 -0.030 0.010
C 0.196 1.992 -3.266 0.006 -0.055 -0.103
C 1.092 2.300 -4.291 0.074 -0.106 0.047
C 2.296 2.951 -4.048 -0.062 0.050 0.001
C 2.596 3.287 -2.727 0.074 -0.056 -0.017
C 1.729 3.006 -1.685 0.043 0.055 -0.024
C 2.102 3.290 -0.248 -0.013 -0.086 -0.120
C 3.114 2.298 0.258 0.167 0.163 0.092
C 4.449 2.672 0.361 -0.071 -0.024 -0.006
C 5.451 1.808 0.794 -0.056 0.025 0.023
C 5.023 0.525 1.149 -0.008 -0.026 0.049
C 3.708 0.108 1.059 0.166 -0.018 0.030
C 3.340 -1.316 1.372 0.002 -0.033 -0.067
C 3.191 -2.097 0.083 0.062 0.051 -0.007
C 4.268 -2.269 -0.783 0.007 0.130 -0.040
C 4.122 -2.863 -2.031 -0.022 -0.030 0.021
C 2.842 -3.268 -2.410 -0.011 0.090 -0.066
C 5.285 -3.041 -3.009 -0.051 0.050 0.019
C 5.456 -4.529 -3.339 0.021 -0.026 -0.002
C 4.987 -2.267 -4.301 -0.026 0.011 -0.021
C 6.603 -2.520 -2.437 0.040 0.005 0.007
C 2.677 0.974 0.568 -0.166 -0.114 -0.096
O 1.471 0.582 0.407 -0.044 -0.102 -0.023
C 6.926 2.191 0.886 -0.042 -0.041 -0.001
C 7.762 1.265 -0.011 -0.002 -0.038 -0.023
C 7.173 3.630 0.433 0.020 0.046 -0.010
C 7.426 2.057 2.332 -0.002 0.007 0.032
C 0.519 2.383 -1.977 0.003 0.090 0.120
O -0.360 2.178 -0.943 -0.407 -0.034 0.087
C -1.203 3.306 -0.706 0.172 -0.138 -0.021
C 3.282 3.307 -5.162 0.004 -0.028 0.042
C 3.430 4.833 -5.244 -0.009 0.004 0.019
C 4.650 2.683 -4.857 0.039 -0.021 -0.004
C 2.820 2.797 -6.526 0.001 -0.024 -0.044
C -0.380 -1.140 -2.853 -0.018 0.574 0.678
O -0.403 -0.688 -1.616 0.667 -0.598 -1.324
C -0.148 -2.376 -7.027 0.020 0.020 0.069
C 0.358 -3.808 -7.204 0.020 -0.032 -0.007
C -1.536 -2.276 -7.674 -0.041 0.007 -0.007
C 0.817 -1.436 -7.764 0.031 0.011 -0.013
H 0.787 -4.561 0.879 -0.003 -0.028 0.004
H 0.075 -3.514 2.135 -0.114 0.068 0.053
H 1.847 -3.667 2.000 0.002 -0.045 0.045
H -0.358 -3.328 -1.235 -0.035 0.032 -0.010
H 0.293 -4.431 -2.467 0.028 -0.047 0.039
H 0.338 -3.866 -4.704 -0.017 0.015 0.000
H -0.855 0.045 -5.986 -0.003 -0.028 0.010
H -1.702 1.214 -2.685 -0.068 -0.084 0.005
H -1.587 1.609 -4.408 0.017 0.076 0.011
H 0.836 1.973 -5.292 -0.007 0.012 0.012
H 3.548 3.751 -2.483 -0.037 0.011 -0.013
H 1.204 3.226 0.364 0.026 -0.018 -0.048
H 2.519 4.299 -0.167 -0.033 0.036 -0.028
H 4.698 3.692 0.080 -0.015 0.003 0.004
H 5.751 -0.200 1.514 -0.008 0.010 -0.005
H 2.391 -1.336 1.907 0.014 0.027 0.030
H 4.118 -1.760 1.999 -0.006 -0.057 0.008
H 5.226 -1.865 -0.475 -0.020 -0.022 0.001
H 2.671 -3.674 -3.403 0.005 0.003 0.032
H 4.549 -4.943 -3.782 0.010 0.010 0.001
H 5.676 -5.099 -2.434 0.004 0.005 -0.010
H 6.278 -4.670 -4.048 -0.016 -0.006 0.009
H 4.081 -2.634 -4.787 0.011 0.011 0.014
H 5.817 -2.365 -5.008 -0.007 -0.003 0.017
H 4.837 -1.207 -4.085 0.012 -0.015 0.003
H 6.864 -3.025 -1.504 0.002 -0.010 -0.022
H 6.561 -1.447 -2.240 -0.019 -0.019 0.001
H 7.407 -2.701 -3.156 0.000 0.014 0.009
H 7.421 1.333 -1.047 0.013 0.006 0.010
H 7.664 0.223 0.301 -0.003 0.025 -0.010
H 8.824 1.535 0.027 -0.016 -0.006 0.005
H 6.859 3.782 -0.602 0.013 -0.015 0.012
H 8.240 3.860 0.502 -0.012 0.007 -0.003
H 6.630 4.344 1.058 0.009 -0.017 -0.001
H 7.296 1.037 2.700 -0.003 0.017 -0.016
H 6.861 2.720 2.990 0.013 -0.008 -0.011
H 8.489 2.314 2.404 -0.019 -0.005 0.001
H -1.941 3.409 -1.503 -0.103 0.006 -0.042
H -0.593 4.214 -0.660 -0.006 0.059 0.004
H -1.702 3.147 0.245 -0.045 -0.025 0.012
H 3.798 5.244 -4.302 -0.004 -0.012 -0.015
H 2.465 5.299 -5.457 0.014 -0.005 -0.006
H 4.132 5.109 -6.038 -0.010 -0.006 0.018
H 5.055 3.041 -3.909 -0.014 -0.004 -0.012
H 5.366 2.931 -5.647 -0.008 -0.008 0.006
H 4.569 1.596 -4.790 -0.008 0.014 -0.005
H 1.859 3.228 -6.813 0.014 0.006 0.001
H 2.720 1.709 -6.534 0.006 0.021 0.008
H 3.555 3.075 -7.287 -0.007 -0.008 0.006
H -0.315 -4.534 -6.744 -0.001 0.028 -0.005
H 1.349 -3.939 -6.763 -0.006 0.017 -0.013
H 0.428 -4.042 -8.270 0.001 -0.009 0.005
H -2.237 -2.954 -7.181 0.013 0.010 -0.006
H -1.488 -2.538 -8.737 0.001 0.002 0.012
H -1.937 -1.265 -7.589 0.012 -0.014 -0.001
H 1.806 -1.467 -7.303 -0.008 -0.012 -0.007
H 0.469 -0.402 -7.731 0.005 -0.021 0.007
H 0.912 -1.728 -8.815 -0.008 0.005 0.006
Cl -3.053 -3.178 6.465 0.064 0.068 -0.111
C -2.341 -2.314 5.095 -0.065 -0.024 -0.014
C -1.425 -1.301 5.357 0.050 0.023 -0.028
C -0.914 -0.611 4.247 0.105 0.046 0.267
Cl 0.251 0.672 4.494 -0.064 -0.083 0.182
C -1.280 -0.872 2.944 0.102 0.299 -0.691
O -0.836 -0.114 1.962 0.217 -0.159 0.591
C -2.170 -1.974 2.697 -0.009 -0.242 -0.012
C -2.464 -2.403 1.396 0.140 0.085 0.052
O -2.002 -1.927 0.288 0.245 0.166 0.200
C -2.715 -2.660 3.820 -0.011 -0.044 0.076
H -1.106 -1.062 6.360 -0.018 0.011 0.004
H -3.141 -3.258 1.307 -0.059 -0.022 -0.029
H -3.436 -3.452 3.656 0.021 -0.009 0.017
O -2.537 0.738 -0.295 0.495 0.203 -0.368
C -3.897 0.650 -0.166 -0.292 -0.098 0.223
C -4.510 -0.405 -1.082 -0.141 -0.022 -0.043
C -5.838 -0.616 -1.339 -0.090 -0.126 -0.096
C -6.059 -1.614 -2.326 -0.008 0.061 0.074
C -4.882 -2.118 -2.808 -0.149 0.082 0.000
S -3.535 -1.411 -2.054 0.178 0.046 -0.090
C -4.248 0.400 1.299 -0.107 0.044 0.011
C -3.625 0.998 2.351 -0.009 -0.004 0.073
C -4.149 0.592 3.612 0.017 0.034 -0.073
C -5.162 -0.308 3.487 0.038 0.060 0.065
S -5.474 -0.675 1.848 -0.117 -0.033 -0.104
C -4.470 2.019 -0.592 0.001 -0.133 0.043
C -4.684 3.129 0.163 -0.031 0.263 -0.003
C -5.029 4.277 -0.615 0.054 -0.117 0.156
C -5.077 4.003 -1.947 -0.022 0.123 0.016
S -4.714 2.367 -2.260 0.094 -0.197 -0.118
H -6.626 -0.051 -0.859 0.003 -0.004 0.000
H -7.036 -1.931 -2.663 0.001 0.002 0.007
H -4.741 -2.876 -3.562 -0.011 -0.012 0.005
H -2.794 1.679 2.222 -0.085 -0.046 0.060
H -3.752 0.920 4.564 -0.012 -0.003 -0.017
H -5.701 -0.817 4.271 0.019 0.006 0.003
H -4.564 3.141 1.237 -0.008 0.000 -0.020
H -5.225 5.254 -0.194 -0.007 -0.014 -0.001
H -5.318 4.673 -2.757 -0.004 0.010 0.014
C 0.991 4.008 5.016 0.113 -0.130 -0.078
N 0.202 4.123 3.813 -0.288 0.119 0.161
C 0.796 4.719 2.637 0.078 -0.015 0.072
C -1.098 3.741 3.809 0.199 -0.231 -0.245
O -1.865 3.880 2.876 -0.115 0.147 -0.016
H 1.010 4.936 5.598 0.003 0.048 -0.056
H 2.017 3.751 4.747 0.004 -0.050 0.023
H 0.598 3.205 5.639 -0.009 0.050 0.004
H 1.658 4.132 2.312 -0.006 0.026 0.062
H 1.117 5.747 2.836 -0.006 0.005 0.009
H 0.053 4.722 1.844 -0.018 0.005 -0.008
H -1.396 3.232 4.738 0.010 0.076 0.100
```
Forces are in eV/Å.

These are the Mulliken partial charges, in e, on atoms 1 to 99: V 1.463; C -1.058; O 0.839; C -0.501; C 0.632; C -1.503; C 0.649; C -0.602; C -0.311; C -0.855; C 0.646; C -0.408; C 0.316; C -0.408; C -0.057; C -0.887; C 0.341; C 0.091; C 0.274; C -0.565; C -0.334; C -0.609; C -0.030; C -0.847; C 0.548; C -0.570; C 0.144; C -0.854; C 2.534; C -1.888; C -1.926; C -2.331; C -0.290; O 0.109; C 2.306; C -1.608; C -2.076; C -1.880; C -0.076; O 0.777; C -0.364; C 2.406; C -1.890; C -1.422; C -2.225; C -0.926; O 0.036; C 2.348; C -2.092; C -1.819; C -1.573; H 0.224; H 0.149; H 0.339; H -0.176; H 0.773; H 0.459; H 0.450; H -1.373; H 1.001; H 0.413; H 0.406; H -1.488; H 0.834; H 0.334; H 0.372; H -0.430; H 0.650; H 0.483; H 0.419; H 0.311; H 0.374; H 0.467; H 0.260; H 0.497; H 0.438; H 0.401; H 0.417; H 0.468; H 0.278; H 0.324; H 0.482; H 0.299; H 0.442; H 0.380; H 0.298; H 0.372; H 0.459; H -0.141; H 0.657; H -0.372; H 0.325; H 0.361; H 0.469; H 0.316; H 0.460; H 0.119; H 0.376; H 0.422